A molecular structure, C33H22AsBrN3O5PdS in a non-equilibrium geometry, computed with the ωB97M-V functional and the def2-TZVPD basis.

The value obtained for the HOMO energy (alpha / beta) is -5.048 / -5.051 eV. The charge is -1. Its LUMO energy (alpha / beta) is 1.12 / 1.12 eV. The calculation puts the frontier orbital gap (alpha / beta) at 0.2266 / 0.2266 hartree.

Geometry as XYZ:
```
67
Properties=species:S:1:pos:R:3:forces:R:3
Pd -1.541 -1.366 -1.662 0.28 0.04 0.18
Br -6.291 2.103 6.897 0.01 -0.01 -0.01
C -5.000 2.812 5.700 -0.02 0.01 -0.03
C -5.032 2.448 4.360 -0.04 0.09 -0.02
C -4.082 2.950 3.492 -0.19 0.21 -0.12
C -3.084 3.820 3.949 0.73 -0.92 0.41
C -3.115 4.219 5.284 0.10 -0.02 0.09
C -4.054 3.706 6.165 -0.02 0.07 0.01
N -2.057 4.384 3.159 -1.40 0.97 -1.05
N -1.756 3.972 1.999 1.52 -0.21 0.87
C -1.667 2.632 1.665 -0.67 -0.16 -0.18
C -1.611 1.568 2.573 -0.02 0.14 -0.08
C -1.591 0.245 2.183 0.01 0.01 -0.05
C -1.641 -0.100 0.816 0.05 0.18 -0.06
O -1.678 -1.300 0.383 -0.05 0.08 -0.04
C -1.597 0.998 -0.128 0.02 -0.29 0.08
N -1.568 0.628 -1.439 0.02 0.06 0.09
C -1.528 1.536 -2.380 0.08 0.04 -0.07
C -1.482 2.909 -2.063 0.03 -0.06 -0.03
C -1.501 3.307 -0.757 -0.08 -0.05 0.03
C -1.578 2.333 0.269 -0.10 0.27 0.07
H -5.792 1.768 4.001 -0.01 0.02 -0.02
H -4.120 2.679 2.446 0.03 -0.12 0.05
H -2.372 4.930 5.623 0.02 -0.04 0.01
H -4.050 4.000 7.206 0.00 0.02 -0.01
H -1.582 1.813 3.627 0.01 -0.09 0.02
H -1.547 -0.554 2.911 0.04 0.00 0.00
H -1.511 1.170 -3.398 0.00 0.00 0.00
H -1.415 3.632 -2.865 -0.01 -0.01 0.00
H -1.456 4.353 -0.485 -0.03 -0.01 0.02
C 5.913 -2.193 1.519 0.00 -0.01 0.00
C 4.976 -3.210 1.652 0.00 0.00 -0.02
C 3.695 -3.040 1.152 0.00 0.04 -0.04
C 3.330 -1.867 0.492 -0.01 0.00 0.29
C 4.275 -0.856 0.363 0.01 -0.03 -0.04
C 5.558 -1.018 0.873 -0.01 0.00 -0.01
As 1.432 -1.706 -0.029 0.49 -0.04 -0.06
C 1.570 -2.884 -1.571 -0.15 -0.01 -0.01
C 1.483 -4.267 -1.569 -0.07 0.04 0.01
C 1.461 -4.951 -2.775 0.04 0.03 -0.01
C 1.534 -4.252 -3.974 0.03 -0.01 0.03
C 1.634 -2.871 -3.977 -0.03 0.01 -0.01
C 1.641 -2.178 -2.773 -0.01 0.06 -0.03
C 1.689 -0.709 -2.623 0.11 -0.08 -0.04
C 1.802 0.214 -3.658 -0.02 0.03 -0.04
C 1.910 1.568 -3.371 0.00 -0.02 0.04
C 1.898 2.015 -2.054 0.01 -0.02 -0.01
C 1.754 1.102 -1.017 -0.09 0.00 0.01
C 1.651 -0.252 -1.302 0.02 0.03 0.06
H 6.911 -2.314 1.921 0.00 0.00 -0.01
H 5.243 -4.131 2.156 -0.01 0.00 0.00
H 2.963 -3.832 1.276 0.02 -0.02 0.02
H 4.016 0.065 -0.145 0.01 0.01 0.00
H 6.282 -0.219 0.768 0.00 0.00 -0.01
H 1.380 -4.807 -0.636 -0.01 -0.02 -0.01
H 1.345 -6.027 -2.784 0.03 0.00 0.00
H 1.481 -4.787 -4.913 -0.02 0.01 0.01
H 1.663 -2.336 -4.918 -0.03 -0.01 0.01
H 1.808 -0.121 -4.688 0.00 0.00 0.01
H 2.008 2.281 -4.180 0.00 0.00 -0.01
H 1.993 3.072 -1.836 -0.02 0.00 0.00
H 1.718 1.448 0.011 -0.01 0.02 -0.01
O -1.540 -3.343 -2.097 -0.37 0.24 -0.22
S -2.202 -2.968 -3.446 -0.23 -0.14 -0.12
O -1.899 -3.920 -4.477 0.30 0.08 -0.03
O -3.610 -2.697 -3.234 0.04 -0.16 -0.19
O -1.467 -1.604 -3.666 -0.30 -0.24 0.26
```
Positions in Å, forces in eV/Å.

A molecular structure, C33H22N4Sc, computed with the ωB97M-V functional and the def2-TZVPD basis.

Its relative energy (zero: lowest compared OMol25 entry of this formula, charge and spin) is 5.64 kJ/mol. The value obtained for the HOMO energy is -9.926 eV. The charge is +1. Its LUMO energy is -3.28 eV. The calculation puts the frontier orbital gap at 0.2442 hartree.

Geometry as XYZ:
```
60
Properties=species:S:1:pos:R:3:forces:R:3
Sc 0.684 -0.217 -0.089 0.09 0.16 -0.07
C 1.815 0.113 4.214 -0.07 -0.09 0.06
C 1.765 0.240 2.823 0.00 -0.02 0.11
N 0.949 -0.483 2.075 -0.19 -0.03 0.04
C 0.124 -1.411 2.652 -0.05 0.04 0.01
C 0.137 -1.618 4.044 0.04 -0.07 -0.02
C 1.000 -0.812 4.815 0.03 0.05 -0.05
C -0.665 -2.643 4.603 0.00 0.00 -0.06
C -1.387 -3.432 3.760 0.04 0.04 0.02
C -1.413 -3.219 2.363 -0.04 -0.10 0.13
C -0.720 -2.182 1.774 0.12 0.03 0.09
N -0.648 -1.806 0.444 0.08 0.03 -0.17
C -1.359 -2.385 -0.601 -0.01 0.04 0.09
C -2.526 -3.119 -0.563 -0.11 -0.07 -0.06
C -3.096 -3.666 -1.736 0.01 0.00 -0.01
C -2.536 -3.488 -2.965 0.02 0.02 0.01
C -1.384 -2.672 -3.073 -0.05 0.05 0.09
C -0.766 -2.366 -4.302 0.01 0.01 0.00
C 0.312 -1.523 -4.349 -0.05 -0.04 -0.04
C 0.775 -0.964 -3.154 -0.03 -0.04 -0.03
N 0.228 -1.244 -1.984 0.01 -0.04 -0.01
C -0.832 -2.104 -1.908 0.03 -0.07 -0.09
H 2.493 0.728 4.788 0.00 0.01 -0.01
H 2.411 0.938 2.302 -0.02 0.00 -0.02
H 1.017 -0.950 5.889 0.02 0.02 0.00
H -0.664 -2.803 5.673 0.01 0.00 0.00
H -1.970 -4.253 4.158 0.00 0.00 0.01
H -1.973 -3.932 1.782 -0.02 0.08 -0.12
H -3.064 -3.279 0.356 0.10 0.03 0.08
H -4.001 -4.251 -1.637 0.00 0.00 -0.01
H -2.966 -3.929 -3.854 0.00 0.00 0.00
H -1.167 -2.805 -5.208 0.02 0.01 -0.01
H 0.797 -1.277 -5.282 0.01 0.01 0.01
H 1.612 -0.275 -3.147 0.00 0.01 0.03
C 5.032 0.897 -1.132 -0.06 -0.03 0.02
C 4.873 2.260 -1.335 0.01 -0.06 0.01
C 3.622 2.835 -1.189 -0.01 0.16 -0.03
C 2.515 2.060 -0.838 0.24 -0.23 -0.02
C 2.654 0.661 -0.625 -0.19 0.21 0.03
C 3.931 0.124 -0.783 0.02 -0.05 0.01
C 1.179 2.693 -0.688 -0.14 -0.04 0.04
C 0.957 4.078 -0.881 0.06 0.09 -0.03
C -0.288 4.604 -0.728 -0.04 -0.02 0.01
C -1.380 3.779 -0.373 0.08 -0.11 0.00
C -2.695 4.256 -0.195 -0.07 0.04 0.01
C -3.701 3.397 0.150 0.00 0.01 0.00
C -3.429 2.027 0.332 0.04 0.02 -0.01
C -2.161 1.539 0.166 -0.02 -0.06 0.01
C -1.110 2.409 -0.191 -0.05 0.07 -0.01
N 0.155 1.905 -0.354 0.09 -0.07 0.00
H 6.007 0.439 -1.244 0.01 0.01 0.00
H 5.722 2.873 -1.606 -0.01 0.02 0.00
H 3.536 3.900 -1.354 0.00 -0.01 0.00
H 4.079 -0.941 -0.628 0.04 0.01 -0.01
H 1.776 4.725 -1.152 0.01 -0.02 0.00
H -0.454 5.664 -0.878 0.00 0.00 0.00
H -2.894 5.311 -0.337 0.01 0.00 0.00
H -4.709 3.764 0.286 0.00 0.01 0.00
H -4.232 1.355 0.606 0.01 -0.01 0.00
H -1.967 0.479 0.312 -0.02 0.01 0.01
```
Positions in Å, forces in eV/Å.

A molecular structure, C33H22N5O6Pr in a non-equilibrium geometry, computed with the ωB97M-V functional and the def2-TZVPD basis.

The value obtained for the HOMO energy (alpha / beta) is -4.820 / -4.921 eV. The multiplicity is 3. Its LUMO energy (alpha / beta) is -2.47 / -2.40 eV. The calculation puts the frontier orbital gap (alpha / beta) at 0.0865 / 0.0928 hartree.

Geometry as XYZ:
```
67
Properties=species:S:1:pos:R:3:forces:R:3
Pr 0.900 -1.142 1.014 -1.82 1.70 -0.29
O -0.133 -4.065 -5.409 -2.19 0.20 0.97
N -1.274 -3.969 -4.895 0.44 -0.52 -1.57
O -2.330 -4.048 -5.511 1.07 -0.08 0.12
C -1.392 -3.685 -3.478 -0.81 1.10 0.09
C -2.548 -3.055 -3.061 0.52 -0.19 -1.33
C -2.568 -2.428 -1.807 0.76 -0.74 1.96
C -3.736 -1.888 -1.251 -0.27 0.02 -0.02
C -3.696 -1.191 -0.062 -1.35 0.50 0.00
C -2.537 -1.214 0.718 0.56 -0.54 -0.57
N -1.477 -1.933 0.300 0.36 0.36 0.14
C -1.433 -2.482 -0.936 -0.89 0.79 -0.26
C -0.230 -3.147 -1.396 0.33 -0.11 -1.30
N 0.906 -3.110 -0.668 0.08 -1.64 0.40
C 1.846 -4.038 -0.929 0.06 1.84 1.21
C 1.823 -4.867 -2.018 0.05 -0.83 -1.13
C 0.799 -4.771 -2.927 -0.61 0.44 -0.60
C -0.237 -3.816 -2.653 0.09 -1.09 0.58
H -3.425 -2.912 -3.726 0.89 -0.34 0.38
H -4.655 -2.142 -1.781 0.02 0.76 0.14
H -4.593 -0.627 0.282 0.84 -0.62 -0.12
H -2.503 -0.715 1.701 0.14 -0.34 -0.68
H 2.674 -4.074 -0.212 -0.19 0.12 -0.38
H 2.642 -5.543 -2.219 -0.05 -0.14 0.28
H 0.754 -5.417 -3.846 0.12 0.93 1.20
C 4.513 -0.375 -0.834 0.31 -0.28 -0.42
C 4.392 -0.920 0.529 1.13 -0.36 0.25
N 3.303 -1.128 1.221 0.60 -0.26 1.00
C 3.674 -1.501 2.524 3.04 0.68 -2.03
C 5.111 -1.526 2.574 -3.57 -0.07 -1.69
N 5.479 -1.239 1.255 -0.26 0.25 2.02
C 6.079 -1.878 3.607 2.05 -0.33 1.51
O 5.585 -2.086 4.837 0.06 0.23 -1.39
O 7.282 -1.951 3.360 -1.91 0.16 -0.03
C 2.629 -1.690 3.513 -1.49 -0.87 2.05
O 2.987 -1.757 4.703 -0.72 -0.03 -1.25
O 1.386 -1.821 3.064 2.38 0.23 1.18
H 4.400 0.706 -0.801 -0.32 0.11 -0.10
H 3.733 -0.842 -1.455 0.47 0.39 -0.14
H 5.540 -0.554 -1.217 -0.79 -0.14 -0.01
H 6.444 -1.076 1.046 0.41 -0.02 -0.37
H 4.586 -1.946 4.823 0.17 -0.04 0.31
C 0.227 1.135 0.952 -0.33 0.11 -0.15
C -0.500 2.168 0.822 0.78 -1.45 0.02
C -1.368 3.213 0.650 -0.44 0.19 0.05
C -2.742 2.970 1.106 0.73 -0.18 0.01
C -2.963 1.945 2.109 1.22 1.04 -1.46
C -4.214 1.527 2.388 -1.97 0.15 0.87
C -5.320 2.195 1.813 -1.31 -1.31 0.22
C -5.134 3.197 0.902 0.37 1.18 -1.10
C -3.843 3.614 0.524 -0.60 -0.80 0.75
C -0.881 4.437 -0.019 0.31 -0.47 1.03
C 0.379 4.373 -0.646 0.72 -0.09 -0.77
C 0.992 5.510 -1.206 -1.68 0.70 0.05
C 0.282 6.747 -1.093 0.58 -0.46 -0.31
C -0.915 6.826 -0.397 -0.09 0.14 -0.18
C -1.487 5.685 0.133 -0.35 0.42 -0.32
H -2.064 1.521 2.542 -0.18 -0.07 0.15
H -4.451 0.783 3.163 0.41 0.16 -0.40
H -6.363 1.833 2.007 1.11 0.42 0.04
H -5.970 3.701 0.386 0.27 -0.45 0.52
H -3.733 4.364 -0.249 0.11 -0.11 0.08
H 0.808 3.346 -0.709 -0.04 1.11 -0.08
H 1.886 5.498 -1.843 -0.29 -0.29 0.57
H 0.587 7.651 -1.612 0.47 -0.19 0.10
H -1.459 7.783 -0.293 0.48 -0.56 -0.15
H -2.452 5.839 0.593 0.03 -0.43 0.34
```
Positions in Å, forces in eV/Å.

A molecular structure, C33H23BrMnN2O2S3, computed with the ωB97M-V functional and the def2-TZVPD basis.

The value obtained for the HOMO energy (alpha / beta) is -12.259 / -12.766 eV. The multiplicity is 4. The charge is +2. Its LUMO energy (alpha / beta) is -7.11 / -6.53 eV. The calculation puts the frontier orbital gap (alpha / beta) at 0.1894 / 0.2293 hartree.

Geometry as XYZ:
```
65
Properties=species:S:1:pos:R:3:forces:R:3
Mn -0.595 0.050 -0.520 0.26 -0.02 0.57
O 4.523 -2.825 -1.715 0.03 0.02 0.13
C 3.499 -2.110 -1.275 0.13 -0.07 -0.07
C 3.329 -1.710 0.054 0.10 0.04 -0.11
C 2.220 -0.976 0.399 -0.01 0.16 0.08
N 1.308 -0.619 -0.516 -0.59 0.04 0.06
C 1.508 -1.010 -1.770 0.03 0.11 -0.27
Br 0.094 -0.345 -2.875 0.10 -0.12 -0.35
C 2.544 -1.746 -2.241 0.10 0.00 0.07
H 5.162 -3.023 -1.015 -0.02 -0.01 -0.05
H 4.050 -1.974 0.816 -0.01 -0.01 -0.05
H 2.042 -0.650 1.416 -0.02 -0.01 0.00
H 2.656 -2.025 -3.279 0.01 -0.01 0.03
C 0.560 4.113 -0.591 0.01 0.01 -0.02
C -0.192 4.600 0.470 -0.03 -0.03 0.05
C -0.978 3.745 1.234 -0.01 0.17 0.07
C -1.011 2.394 0.929 -0.12 -0.03 0.25
C -0.256 1.913 -0.141 0.00 -0.41 -0.41
C 0.530 2.758 -0.906 0.06 0.15 0.08
C -1.789 1.378 1.658 0.20 0.11 -0.10
C -2.656 1.572 2.707 -0.15 0.04 0.18
C -3.315 0.472 3.227 -0.06 0.15 0.12
C -3.137 -0.821 2.732 -0.13 -0.23 0.19
C -3.883 -1.895 3.430 0.10 0.13 -0.05
C -4.111 -3.170 3.118 0.03 -0.01 -0.10
C -3.670 -3.908 1.886 -0.01 0.13 0.01
C -1.907 -2.274 1.008 0.18 0.00 -0.09
C -2.219 -0.951 1.689 0.10 0.09 -0.02
N -1.591 0.127 1.192 0.19 -0.26 -0.21
H 1.176 4.786 -1.174 -0.02 0.01 0.01
H -0.163 5.655 0.709 0.00 -0.03 0.00
H -1.552 4.140 2.063 0.01 0.01 -0.04
H 1.127 2.387 -1.730 -0.01 0.01 -0.02
H -2.827 2.563 3.105 -0.02 -0.04 0.00
H -4.007 0.612 4.049 0.03 0.01 -0.03
H -4.305 -1.557 4.370 0.02 0.02 -0.02
H -4.672 -3.764 3.833 0.01 0.01 -0.05
H -2.845 -4.559 2.177 0.06 -0.01 0.06
H -1.303 -2.603 -0.910 0.00 -0.03 -0.03
O -1.352 -1.835 -0.320 -0.34 0.04 0.08
C -0.832 -3.137 1.652 0.11 0.13 0.07
C -0.660 -4.465 1.118 0.08 0.06 -0.02
C -0.021 -5.547 1.698 0.02 -0.20 0.17
C 0.022 -6.700 0.880 0.04 0.08 0.10
C -0.568 -6.507 -0.331 -0.06 0.01 -0.05
S -1.227 -4.936 -0.462 -0.06 0.00 -0.05
C -3.242 -2.970 0.789 0.12 -0.10 0.14
C -4.085 -2.529 -0.149 -0.29 0.07 -0.17
C -5.431 -3.034 -0.353 0.26 0.16 -0.03
C -5.849 -4.161 0.228 -0.15 -0.20 0.05
S -4.904 -5.114 1.320 -0.05 -0.04 -0.07
C 0.153 -2.590 2.556 -0.10 -0.15 -0.15
C 0.104 -1.515 3.432 -0.02 0.25 0.09
C 1.323 -1.255 4.102 -0.24 0.01 0.04
C 2.301 -2.143 3.769 0.10 -0.05 -0.10
S 1.755 -3.281 2.625 0.04 -0.22 0.11
H 0.360 -5.534 2.710 -0.05 0.00 -0.08
H 0.458 -7.641 1.186 -0.03 0.06 -0.01
H -0.705 -7.216 -1.134 0.02 0.04 0.03
H -3.754 -1.745 -0.823 -0.02 -0.03 -0.01
H -6.078 -2.528 -1.056 0.03 0.02 0.02
H -6.814 -4.596 -0.005 0.04 0.03 0.02
H -0.788 -0.946 3.644 0.06 -0.03 -0.02
H 1.451 -0.471 4.835 -0.02 -0.02 -0.03
H 3.304 -2.208 4.166 -0.05 0.01 -0.02
```
Positions in Å, forces in eV/Å.

Number 1: calculated total energy -7147.14450 hartree. Number 2: calculated total energy -2250.45916 hartree. Number 3: calculated total energy -2512.86212 hartree. Number 4: calculated total energy -6450.28130 hartree.